# 1
5 unconnected molecules or ions with the total composition C39H49ClFN6O13P2S in a non-equilibrium geometry, computed with wB97M-V/def2-TZVPD.

Structure (XYZ):
```
112
Properties=species:S:1:pos:R:3:forces:R:3
C -1.013 -3.750 -1.191 0.55 0.14 0.50
C -1.505 -2.769 -0.166 -0.91 0.20 -0.13
O -2.615 -2.269 -0.180 1.01 -0.40 0.03
O -0.591 -2.504 0.790 -0.06 0.18 -0.29
C -0.979 -1.463 1.699 -0.40 0.05 0.36
C -1.146 -0.098 1.046 -0.09 -0.28 -0.14
C -0.110 0.333 0.004 -0.01 0.19 0.35
C 1.083 1.178 0.511 -0.18 -0.83 0.09
C 0.469 2.487 1.058 0.74 0.49 -0.37
C 1.336 3.746 1.257 -0.18 -0.08 0.47
C 1.934 3.968 2.633 0.21 0.46 -0.29
F 1.054 3.649 3.649 0.02 -0.09 0.04
C 2.098 1.446 -0.632 -0.70 -0.29 -1.26
O 1.760 2.571 -1.401 0.70 0.19 0.25
C 2.398 0.278 -1.618 0.07 0.29 0.20
C 3.856 0.137 -2.031 -0.11 -0.43 -0.92
C 4.383 1.335 -2.836 0.32 0.10 0.65
O 3.837 -1.053 -2.836 -0.14 0.15 0.28
N 3.330 1.713 0.122 0.03 0.28 0.83
C 3.331 1.172 1.293 -0.55 0.44 0.35
P 4.858 1.271 2.361 1.12 -0.70 -0.63
N 6.077 0.684 1.592 -0.32 0.38 0.49
C 2.033 0.485 1.556 0.91 0.19 0.82
S 1.476 0.548 3.300 -0.27 -0.22 0.06
P 2.376 -1.399 1.098 -0.74 -0.72 -0.23
O 3.944 -1.322 0.677 -0.28 0.22 0.05
Cl 2.551 -2.415 2.883 0.00 0.39 -0.12
H -1.170 -3.355 -2.187 -0.30 -0.05 -0.14
H -1.536 -4.689 -1.042 -0.20 -0.10 -0.21
H 0.049 -3.932 -1.058 0.08 -0.05 0.03
H -1.949 -1.729 2.115 -0.10 -0.02 0.09
H -0.287 -1.488 2.536 0.38 -0.12 -0.15
H -2.093 -0.146 0.521 0.05 0.17 0.07
H -1.278 0.629 1.842 -0.01 0.14 0.07
H -0.648 0.983 -0.687 -0.02 0.02 -0.19
H 0.184 -0.538 -0.570 0.21 -0.13 -0.03
H -0.291 2.771 0.334 -0.23 0.02 0.02
H -0.046 2.307 1.993 -0.13 -0.21 0.04
H 0.672 4.583 1.079 -0.17 0.18 -0.09
H 2.138 3.849 0.533 0.02 0.03 -0.13
H 2.175 5.026 2.736 0.03 0.07 0.06
H 2.882 3.443 2.782 -0.10 -0.35 0.21
H 0.807 2.588 -1.521 -0.25 0.07 -0.07
H 2.039 -0.684 -1.264 0.06 -0.09 0.18
H 1.845 0.487 -2.529 -0.21 0.01 -0.05
H 4.510 -0.074 -1.190 0.04 0.28 0.27
H 5.298 1.715 -2.378 0.12 0.05 -0.04
H 3.678 2.160 -2.880 -0.17 0.03 -0.17
H 4.644 1.024 -3.840 -0.11 -0.02 -0.21
H 4.739 -1.222 -3.118 0.20 -0.20 -0.10
H 4.114 2.233 -0.256 0.13 -0.08 -0.20
H 4.444 0.648 3.544 -0.27 0.22 0.13
H 4.957 2.651 2.607 -0.41 0.03 0.04
H 6.450 -0.122 2.079 0.19 -0.21 -0.35
H 2.306 1.445 3.840 0.02 0.25 -0.29
H 4.048 -1.871 -0.114 0.47 -0.07 -0.24
C -8.455 -0.316 -0.444 -0.01 -0.01 0.02
C -8.185 0.025 0.875 -0.02 -0.05 -0.12
C -6.914 0.435 1.239 -0.06 0.01 0.18
C -5.934 0.501 0.267 -0.14 -0.02 -0.03
C -6.181 0.163 -1.052 0.02 -0.03 -0.19
C -7.455 -0.250 -1.405 -0.05 0.03 0.05
N -4.587 0.938 0.645 0.07 -0.21 -0.02
O -4.369 1.187 1.811 0.00 0.08 0.24
O -3.742 1.003 -0.228 -0.04 0.18 -0.30
H -9.450 -0.635 -0.725 -0.01 -0.03 -0.02
H -8.965 -0.030 1.620 -0.01 0.00 0.02
H -6.694 0.698 2.263 0.10 0.04 -0.02
H -5.397 0.217 -1.791 0.08 0.05 0.06
H -7.667 -0.520 -2.429 -0.02 -0.03 -0.01
C 0.967 8.778 -3.385 -0.01 -0.01 0.01
C 0.907 8.719 -1.998 0.01 -0.01 -0.10
C 0.260 7.665 -1.375 0.06 0.09 0.17
C -0.316 6.683 -2.159 0.03 0.13 -0.06
C -0.273 6.725 -3.541 -0.03 -0.07 -0.19
C 0.375 7.784 -4.153 0.05 0.06 0.06
N -0.989 5.554 -1.505 0.04 0.10 0.01
O -1.027 5.539 -0.291 0.05 0.00 0.19
O -1.461 4.687 -2.209 0.01 -0.26 -0.15
H 1.475 9.601 -3.867 0.00 0.02 -0.01
H 1.364 9.496 -1.402 0.00 0.01 0.02
H 0.205 7.615 -0.299 -0.06 -0.08 0.01
H -0.736 5.949 -4.131 -0.04 -0.05 0.08
H 0.418 7.835 -5.232 -0.01 -0.01 -0.02
C 6.151 -5.641 3.173 0.09 0.00 -0.10
C 7.174 -6.132 2.369 -0.11 0.08 0.02
C 7.418 -5.570 1.124 0.13 -0.16 0.00
C 6.629 -4.514 0.710 0.05 -0.04 0.08
C 5.616 -4.011 1.497 -0.24 0.14 0.04
C 5.372 -4.579 2.731 0.07 -0.15 0.19
N 6.858 -3.894 -0.604 -0.06 -0.18 0.11
O 7.734 -4.343 -1.299 0.15 -0.01 -0.10
O 6.134 -2.964 -0.921 -0.19 0.24 -0.12
H 5.963 -6.085 4.141 0.00 -0.01 0.00
H 7.781 -6.958 2.710 0.02 -0.01 -0.01
H 8.206 -5.952 0.492 0.00 0.06 -0.07
H 5.018 -3.185 1.157 0.10 -0.02 0.02
H 4.572 -4.183 3.338 0.04 -0.08 0.07
C -5.329 -4.982 0.679 -0.05 0.00 -0.02
C -6.476 -5.729 0.913 0.08 0.06 -0.02
C -7.633 -5.469 0.198 -0.07 -0.16 0.13
C -7.617 -4.459 -0.745 0.11 -0.03 0.04
C -6.487 -3.704 -0.991 0.12 0.14 -0.08
C -5.334 -3.968 -0.271 -0.03 -0.07 0.04
N -8.840 -4.181 -1.517 0.09 -0.05 0.15
O -9.824 -4.840 -1.268 -0.17 -0.10 0.03
O -8.788 -3.303 -2.353 0.00 0.23 -0.19
H -4.427 -5.190 1.240 0.00 0.00 0.02
H -6.470 -6.517 1.654 -0.02 -0.02 0.01
H -8.531 -6.042 0.375 -0.06 0.04 -0.08
H -6.503 -2.919 -1.731 -0.08 -0.04 -0.02
H -4.444 -3.382 -0.451 -0.03 0.01 0.00
```
Positions in Å, forces in eV/Å.

Values from the calculation:
Orbital gap   7.00 eV
Total charge   +1



# 2
A molecular structure, C39H49GeN6RuSSi3, computed with wB97M-V/def2-TZVPD.

Structure (XYZ):
```
100
Properties=species:S:1:pos:R:3:forces:R:3
Ru 0.327 -0.544 -0.151 -0.57 -0.52 0.11
C -3.630 -4.395 -1.385 0.03 -0.01 0.00
C -3.407 -3.197 -0.722 -0.01 0.02 -0.02
N -2.192 -2.744 -0.439 0.01 0.05 0.02
C -1.145 -3.473 -0.792 0.04 -0.08 0.13
C -1.243 -4.706 -1.439 0.13 -0.13 -0.04
C -2.532 -5.152 -1.737 -0.05 -0.01 -0.04
C -0.108 -5.577 -1.769 -0.18 0.06 0.06
C 1.140 -5.218 -2.064 0.15 0.11 -0.05
C 1.655 -3.850 -2.138 0.01 -0.22 0.03
C 2.735 -3.547 -2.975 0.02 0.02 -0.06
C 3.217 -2.258 -3.054 0.01 0.00 0.02
C 2.601 -1.267 -2.303 0.08 0.01 0.00
N 1.579 -1.542 -1.503 -0.29 -0.03 -0.34
C 1.135 -2.805 -1.400 0.06 -0.01 0.14
H -4.635 -4.728 -1.603 0.00 0.01 0.01
H -4.236 -2.576 -0.401 0.01 0.00 -0.01
H -2.657 -6.100 -2.245 -0.01 -0.01 0.04
H -0.351 -6.632 -1.833 -0.01 0.01 0.00
H 1.834 -5.996 -2.361 0.02 0.02 0.03
H 3.189 -4.340 -3.557 0.00 0.01 0.01
H 4.062 -2.010 -3.681 -0.02 0.00 -0.02
H 2.927 -0.239 -2.319 0.00 0.00 0.01
N -3.186 0.752 1.752 -0.03 -0.08 0.12
C -3.262 0.307 3.094 0.07 0.01 -0.10
C -4.461 0.369 3.782 -0.05 -0.01 0.03
C -4.531 -0.069 5.099 -0.02 0.00 -0.03
C -3.411 -0.593 5.719 0.03 0.00 0.00
C -2.210 -0.670 5.023 -0.03 -0.03 -0.01
C -2.131 -0.204 3.722 0.01 0.00 -0.09
S -0.565 -0.209 2.894 -0.10 0.06 0.15
N -1.044 -0.070 1.271 0.49 0.14 0.28
C -2.191 0.355 0.906 -0.25 0.09 -0.43
C -2.372 0.344 -0.560 -0.10 0.03 0.20
C -3.582 0.561 -1.189 -0.12 0.00 -0.23
C -3.667 0.424 -2.568 -0.12 0.04 0.12
C -2.535 0.067 -3.273 0.10 0.01 0.04
C -1.354 -0.130 -2.578 0.03 0.07 -0.17
N -1.261 0.007 -1.255 0.05 -0.33 0.25
H -4.026 1.131 1.353 0.00 0.00 -0.01
H -5.339 0.772 3.291 0.00 -0.02 0.01
H -5.469 -0.004 5.633 0.00 0.01 -0.01
H -3.465 -0.942 6.741 0.01 0.01 -0.01
H -1.326 -1.081 5.496 -0.02 0.00 0.00
H -4.469 0.807 -0.622 0.03 0.04 0.02
H -4.608 0.588 -3.076 0.01 0.00 0.01
H -2.554 -0.055 -4.347 0.03 0.00 0.01
H -0.440 -0.402 -3.086 0.00 -0.02 0.02
N 0.127 -2.944 -0.386 0.01 0.11 -0.21
C 0.565 -3.129 0.968 0.13 0.00 -0.13
C -0.191 -3.865 1.871 -0.05 0.01 0.04
C 0.230 -3.969 3.187 0.01 0.02 0.00
C 1.398 -3.351 3.617 -0.02 -0.01 0.01
C 2.150 -2.622 2.713 0.00 0.00 -0.02
C 1.743 -2.506 1.389 0.00 0.03 0.03
H -1.105 -4.350 1.555 0.00 0.01 0.01
H -0.363 -4.548 3.883 0.00 0.01 0.00
H 1.718 -3.443 4.646 0.00 0.00 -0.01
H 3.060 -2.129 3.028 0.00 0.00 -0.01
H 2.372 -1.955 0.696 0.02 0.00 0.00
C 1.840 1.469 -3.969 0.00 -0.03 -0.07
Si 1.208 2.672 -2.656 -0.03 -0.18 0.13
C -0.485 3.266 -3.245 -0.05 0.05 -0.01
C 2.408 4.112 -2.703 0.08 0.08 -0.01
Ge 1.051 1.747 -0.426 0.46 0.70 0.16
Si -0.113 3.560 0.676 -0.05 -0.11 -0.05
C 0.133 3.489 2.538 0.00 0.01 0.08
C -1.982 3.662 0.345 -0.05 -0.07 0.03
C 0.566 5.212 0.096 0.03 0.07 -0.06
Si 3.216 1.939 0.623 -0.29 -0.13 -0.12
C 3.077 1.019 2.266 0.11 0.00 0.07
C 4.524 1.083 -0.430 0.08 -0.01 -0.03
C 3.799 3.690 0.939 0.10 0.08 0.02
H 1.738 1.920 -4.961 -0.01 0.02 0.03
H 1.292 0.525 -3.979 0.04 0.00 -0.06
H 2.901 1.245 -3.828 0.00 0.02 -0.04
H -0.386 4.171 -3.850 0.01 -0.03 -0.01
H -1.151 3.497 -2.411 0.00 0.03 -0.03
H -0.976 2.512 -3.864 -0.01 0.00 0.02
H 2.668 4.341 -3.741 -0.02 -0.01 0.02
H 3.334 3.881 -2.172 0.00 0.01 -0.04
H 1.984 5.012 -2.261 0.02 0.00 0.02
H 0.008 2.481 2.935 -0.02 0.02 0.02
H -0.586 4.144 3.040 0.03 0.01 -0.02
H 1.135 3.831 2.808 -0.01 -0.03 0.00
H -2.552 3.362 1.228 0.01 -0.01 -0.02
H -2.307 3.047 -0.496 -0.01 0.04 -0.02
H -2.253 4.696 0.114 0.00 -0.01 0.03
H 1.650 5.214 -0.006 0.01 0.03 0.03
H 0.297 5.985 0.823 -0.03 -0.02 -0.03
H 0.133 5.498 -0.866 0.03 0.00 0.00
H 2.275 0.280 2.225 0.02 -0.02 0.03
H 2.843 1.706 3.083 -0.03 -0.02 -0.02
H 4.004 0.497 2.524 0.00 0.05 0.00
H 4.384 -0.002 -0.438 0.00 0.01 -0.02
H 5.527 1.280 -0.040 -0.02 -0.02 0.00
H 4.495 1.443 -1.463 0.03 -0.02 0.01
H 3.170 4.198 1.672 0.00 0.01 -0.02
H 3.800 4.287 0.026 0.02 0.01 0.02
H 4.822 3.680 1.328 -0.03 -0.01 0.01
```
Positions in Å, forces in eV/Å.

Values from the calculation:
Orbital gap   6.57 eV
Total charge   +1



Number 1: M 958.32 g/mol. Number 2: M 891.87 g/mol.